# 1
This record from OMol25 describes a cluster of 2 separate species, C3H6P4 in total in a non-equilibrium geometry. The level of theory is ωB97M-V/def2-TZVPD.

Structure (XYZ):
```
13
C3H6P4 | OMol25 | ωB97M-V/def2-TZVPD
C -1.496 -0.353 -0.346
C -2.226 -1.165 0.627
C -0.152 -0.539 -0.425
P -1.401 -2.328 1.559
P 0.597 -1.557 0.881
P 2.012 1.310 0.181
P 0.982 2.039 -1.516
H -1.970 0.508 -0.763
H -3.245 -1.309 0.640
H 1.302 -2.594 0.117
H 2.496 2.594 0.440
H 0.934 1.549 1.063
H 2.167 1.845 -2.459
```

LUMO (alpha / beta)   -1.22 / -1.44 eV
Net charge   0
DFT total energy   -1483.1122 a.u.
HOMO energy (alpha / beta)   -8.774 / -8.294 eV
ΔE to the lowest compared entry with this formula, charge and spin   2.721 eV

These are the Mulliken partial charges, in e, on atoms 1 to 4: number 1, C, carries -0.246; number 2, C, carries -0.349; number 3, C, carries -0.182; number 4, P, carries -0.097

=====

# 2
This record from OMol25 describes an isolated molecule of C5H4S3 in a non-equilibrium geometry. The level of theory is ωB97M-V/def2-TZVPD.

Structure (XYZ):
```
12
C5H4S3 | OMol25 | ωB97M-V/def2-TZVPD
C -0.439 1.399 -0.515
C -0.138 0.373 0.261
C -0.551 0.493 1.677
S -1.501 1.603 2.273
C 0.652 -0.880 -0.082
S 1.434 -1.735 1.124
C 0.601 -1.375 -1.384
S -0.611 -1.342 -2.555
H 0.001 1.393 -1.568
H -0.822 2.336 -0.067
H -0.015 -0.241 2.361
H 1.389 -2.024 -1.525
```

LUMO   -2.61 eV
Net charge   0
DFT total energy   -1387.3649 a.u.
HOMO energy   -8.768 eV
ΔE to the lowest compared entry with this formula, charge and spin   2.524 eV

These are the Mulliken partial charges, in e, on atoms 1 to 4: number 1, C, carries -0.747; number 2, C, carries 0.752; number 3, C, carries -0.308; number 4, S, carries -0.290

=====

# 3
This record from OMol25 describes a structure of composition C29H59BBeBrF16KN2O6PS in a non-equilibrium geometry. The level of theory is ωB97M-V/def2-TZVPD.

Structure (XYZ):
```
118
C29H59BBeBrF16KN2O6PS | OMol25 | ωB97M-V/def2-TZVPD
C -5.643 1.360 -1.199
C -4.192 1.917 -1.347
C -3.469 1.329 -2.598
C -1.926 1.721 -2.483
C -0.960 0.612 -3.101
C -0.576 -0.403 -1.958
C 0.923 -0.365 -1.509
C 1.140 0.097 -0.002
P 0.700 1.906 0.336
C 2.511 2.548 -0.058
C 2.708 2.950 -1.530
C 2.283 4.414 -1.864
Br 0.939 4.328 -3.325
C 1.210 1.823 2.220
C 0.163 1.078 3.108
C -0.992 2.072 3.534
C -2.421 1.666 3.076
C -3.121 0.595 3.937
F -2.597 0.706 5.199
F -4.423 0.886 4.117
C -2.879 -0.888 3.548
F -3.573 -1.639 4.407
F -1.621 -1.254 3.737
S -3.373 -1.423 1.815
F -4.745 -2.180 2.432
F -4.284 -0.164 1.530
F -2.088 -0.800 1.134
F -2.576 -2.856 2.074
F -3.804 -1.997 0.321
O 0.278 3.667 0.620
C -0.950 3.907 0.362
N -2.005 4.184 0.042
H -6.247 1.516 -2.107
H -6.162 1.902 -0.382
H -5.596 0.299 -0.893
H -4.263 3.016 -1.440
H -3.661 1.644 -0.413
H -3.917 1.733 -3.509
H -3.565 0.224 -2.551
H -1.713 2.720 -2.897
H -1.717 1.723 -1.400
H -1.474 0.059 -3.903
H -0.038 1.096 -3.469
H -1.300 -0.282 -1.132
H -0.763 -1.415 -2.372
H 1.275 -1.416 -1.539
H 1.548 0.176 -2.240
H 0.554 -0.628 0.604
H 2.192 -0.079 0.297
H 0.332 2.086 -1.063
H -0.688 1.613 0.643
H 2.642 3.472 0.540
H 3.299 1.854 0.272
H 3.800 2.874 -1.727
H 2.226 2.286 -2.261
H 1.884 4.979 -1.013
H 3.142 4.921 -2.328
H 1.356 2.865 2.556
H 2.200 1.325 2.268
H -0.189 0.232 2.504
H 0.725 0.786 4.013
H -0.906 2.320 4.601
H -0.769 3.017 2.998
H -2.380 1.438 1.997
H -3.046 2.578 3.150
K -4.938 -4.211 1.310
C 5.364 -0.857 -0.383
O 4.362 -0.142 -1.108
H 4.941 -1.175 0.568
H 5.680 -1.736 -0.948
H 6.225 -0.211 -0.196
H 4.758 0.130 -1.943
C 5.481 0.254 6.943
C 5.509 1.117 5.685
C 4.124 1.328 5.048
O 3.623 0.209 4.328
C 3.043 -0.804 5.139
N 6.463 0.539 4.733
H 5.389 -0.809 6.717
H 6.406 0.379 7.505
H 4.653 0.537 7.598
H 5.878 2.104 5.980
H 4.215 2.132 4.309
H 3.389 1.668 5.789
H 2.527 -0.387 6.008
H 3.801 -1.520 5.458
H 2.318 -1.348 4.532
H 6.565 1.172 3.943
H 6.027 -0.287 4.327
B -0.655 -5.937 3.134
F 0.177 -5.202 2.224
F -0.550 -5.385 4.420
F -2.007 -5.845 2.688
F -0.257 -7.279 3.146
C 1.688 -4.867 -1.281
C 1.521 -6.360 -1.105
O 2.268 -6.806 0.015
H 2.765 -4.613 -1.418
H 1.129 -4.507 -2.147
H 1.347 -4.330 -0.393
H 1.887 -6.896 -1.984
H 0.469 -6.618 -0.957
H 1.935 -6.341 0.800
Be 4.297 -5.091 -1.649
C -3.227 -1.008 -9.300
C -4.443 -0.514 -8.544
O -4.054 0.252 -7.389
C -3.749 1.532 -7.613
O -3.772 2.073 -8.678
C -3.405 2.227 -6.291
F -2.590 1.478 -5.516
F -4.511 2.484 -5.567
F -2.791 3.398 -6.477
H -2.565 -1.566 -8.635
H -3.525 -1.653 -10.126
H -2.650 -0.175 -9.703
H -5.017 -1.361 -8.171
H -5.106 0.067 -9.186
```

LUMO   -7.98 eV
Net charge   +1
DFT total energy   -7251.8147 a.u.
HOMO energy   -9.700 eV

These are the Mulliken partial charges, in e, on atoms 1 to 4: number 1, C, carries -1.346; number 2, C, carries 0.598; number 3, C, carries -0.486; number 4, C, carries 1.211

=====

Which of these has the highest DFT total energy?
C5H4S3

=====

What did the first record say?
This record from OMol25 describes a cluster of 2 separate species, C3H6P4 in total in a non-equilibrium geometry. The level of theory is ωB97M-V/def2-TZVPD.

Structure (XYZ):
```
13
C3H6P4 | OMol25 | ωB97M-V/def2-TZVPD
C -1.496 -0.353 -0.346
C -2.226 -1.165 0.627
C -0.152 -0.539 -0.425
P -1.401 -2.328 1.559
P 0.597 -1.557 0.881
P 2.012 1.310 0.181
P 0.982 2.039 -1.516
H -1.970 0.508 -0.763
H -3.245 -1.309 0.640
H 1.302 -2.594 0.117
H 2.496 2.594 0.440
H 0.934 1.549 1.063
H 2.167 1.845 -2.459
```

LUMO (alpha / beta)   -1.22 / -1.44 eV
Net charge   0
DFT total energy   -1483.1122 a.u.
HOMO energy (alpha / beta)   -8.774 / -8.294 eV
ΔE to the lowest compared entry with this formula, charge and spin   2.721 eV

These are the Mulliken partial charges, in e, on atoms 1 to 4: number 1, C, carries -0.246; number 2, C, carries -0.349; number 3, C, carries -0.182; number 4, P, carries -0.097

=====

What is the DFT total energy in the third record?
-7251.8147 a.u.